[1]
Entry from the Open Molecules 2025 dataset: the molecule C6H4O (ωB97M-V/def2-TZVPD).

Last column: Mulliken charge in e.
Atoms and positions in Å:
C -2.494 -0.241 -0.767  -1.268
C -1.169 0.117 -0.267  1.097
C -0.081 0.422 0.158  -0.259
C 1.187 0.875 0.701  -0.285
O 1.319 1.967 1.214  -0.439
C 2.313 -0.048 0.601  -0.334
C 3.292 -0.749 0.544  0.230
H -2.849 0.508 -1.481  0.299
H -3.209 -0.283 0.061  0.294
H -2.481 -1.216 -1.263  0.296
H 4.172 -1.353 0.499  0.369

Computed properties:
- relative energy (zero: lowest compared OMol25 entry of this formula, charge and spin) (kJ/mol) = 221.1
- largest force on an atom (eV/A) = 0.6
- HOMO-LUMO gap (eV) = 9.94
- DFT total energy (Eh) = -306.127335
- HOMO (eV) = -10.2
- spin multiplicity = 1

***

[2]
Entry from the Open Molecules 2025 dataset: a structure of composition C6H4O (ωB97M-V/def2-TZVPD).

Last column: Mulliken charge in e.
Atoms and positions in Å:
C -2.086 -2.076 -1.234  -0.903
C -1.307 -1.278 -0.648  0.314
C -0.391 -0.385 -0.047  0.346
C 0.963 -0.457 0.107  -0.357
C 1.369 0.792 0.650  -0.370
C 0.228 1.525 0.780  -0.311
O -0.846 0.836 0.365  -0.269
H -1.548 -1.287 -1.980  0.257
H 1.575 -1.306 -0.164  0.461
H 2.372 1.103 0.905  0.397
H 0.028 2.524 1.138  0.435

Computed properties:
- relative energy (zero: lowest compared OMol25 entry of this formula, charge and spin) (kJ/mol) = 257.5
- largest force on an atom (eV/A) = 0.7
- HOMO-LUMO gap (eV) = 9.94
- DFT total energy (Eh) = -306.113444
- HOMO (eV) = -9.6
- spin multiplicity = 1